Record 1
This record from the OMol25 dataset describes 17 unconnected molecules or ions with the total composition C21H61N11O32. The level of theory is ωB97M-V/def2-TZVPD.

Each line ends with the Mulliken charge.
Element x y z (Å)
O 0.83064 5.70073 -4.79160  -0.557
H 3.00009 -8.50728 0.00606  0.311
H 1.81646 0.59613 -2.35851  0.018
H -3.32662 -0.12772 1.28690  -0.043
O 1.94377 4.17962 -0.49534  -0.537
O -3.06538 6.30851 -2.02141  -0.549
C -2.39417 5.86151 1.00207  -0.782
H -4.81755 -0.90855 0.70223  0.432
C -2.02921 -3.00558 3.80530  -0.284
H 2.01488 -1.92828 -2.93036  0.091
H -5.48676 9.30766 -2.35126  0.233
H 0.75555 4.29801 -3.19421  -0.127
H 0.20789 -0.16102 2.89037  0.147
C 5.66788 0.51532 0.20292  -0.928
N 1.61703 -6.84924 0.10424  0.833
H 2.31334 -8.17684 1.62155  0.228
O 1.36024 -5.97585 0.92080  -0.435
O 1.65916 -6.63335 -1.11264  -0.462
H -2.34523 -3.86799 -0.65710  0.026
O 3.42324 -0.31063 0.35155  -0.263
N 4.18324 0.60225 -0.07881  0.846
O -2.94570 -4.67056 5.14576  -0.559
C -4.25137 3.93435 -2.76880  -0.296
N -1.84105 5.08955 2.12030  0.677
H -2.69854 6.76818 1.52497  0.395
O -5.08320 7.30439 -2.56302  -0.357
O -0.37802 0.34957 -1.12329  0.525
C 0.37898 5.26022 -3.54126  -0.103
C 1.82734 1.50017 -2.96735  -0.438
H -0.70363 5.13397 -3.55175  0.126
H 6.13862 1.05899 -0.61617  0.338
O 0.75073 -4.75246 4.61952  -0.501
O -4.88766 0.87941 -1.31770  -0.562
N -3.12510 -3.90606 4.20509  1.008
H 4.29088 -2.63010 0.80275  -0.009
O -1.40855 3.99233 1.77190  -0.380
O 0.74471 0.18360 3.60776  -0.199
H -1.17219 -3.08233 4.47444  0.293
C 5.03215 -3.17876 1.38379  -0.432
C -3.92537 -0.35715 0.40545  -0.634
H 5.95294 -3.34343 0.82421  0.411
H 0.89117 6.65869 -4.77617  0.343
H 1.06539 -3.37185 0.04964  -0.131
H 2.70566 -3.48510 -3.51928  0.376
H -4.40426 8.61110 -1.10148  0.259
H 2.52940 -6.57697 3.67552  0.211
C -0.97475 1.62180 -0.98118  -0.124
C 2.61068 -2.80414 -2.67347  -0.320
O -4.30932 1.86122 0.50495  -0.525
H -2.52481 2.29610 4.40307  0.504
H -1.69497 6.05535 0.18865  0.297
C -4.23100 6.29461 -2.46290  0.775
H 6.03444 0.85884 1.17025  0.288
C -2.59065 1.59149 3.57404  -0.079
O 3.77373 1.50001 -0.75204  -0.474
H -3.68117 3.74900 -1.85852  0.060
H -1.24696 -5.26579 -0.13738  0.080
H -1.59889 1.21511 3.32337  -0.130
O 2.05713 -3.82596 3.07153  -0.181
C 2.11523 -8.17627 0.54971  -0.796
C 0.63299 -2.51315 0.56323  0.694
H -2.76185 -5.54589 -0.89702  0.374
N 3.99130 -2.32948 -2.41475  1.095
H 0.74919 6.01454 -2.84697  0.335
H -3.37376 5.44251 0.77196  0.267
H -1.69287 -3.38996 2.84238  -0.013
H 1.25098 -8.80312 0.33006  0.323
H -3.41741 -1.01977 -0.29527  0.263
H -3.04386 2.09801 2.72190  -0.017
O 0.19671 -1.64474 -0.41258  0.048
H 2.08812 -1.36646 3.84530  0.250
H -3.66030 3.71283 -3.65742  0.325
C -4.68534 8.59554 -2.15450  -0.610
H -0.76127 2.06898 -0.01032  -0.103
O 0.90168 1.39057 -4.06010  -0.540
O 4.25095 -1.23126 -2.73547  -0.561
O -0.75892 -0.15713 1.07116  -0.144
H -3.10167 -0.06365 4.53922  0.291
O -2.84732 1.64730 -5.48080  -0.578
O -1.87451 -4.97836 -3.21647  -0.549
O -4.11009 -3.77249 3.53214  -0.555
H -2.38416 -1.00847 -5.35949  0.344
C 2.05730 -0.31126 3.57380  0.331
O 4.81452 -3.11520 -1.91900  -0.631
O -3.50206 0.55952 3.92852  -0.561
O -1.96223 5.48056 3.27545  -0.533
C -1.68368 -0.28259 -4.94653  -0.730
H 2.37637 -0.53437 2.55570  -0.424
H 0.93525 2.72704 2.16912  0.243
H 1.64057 2.31760 -2.27090  -0.050
H 1.12824 0.63029 -4.60070  0.282
C -1.92461 -4.84810 -0.88197  -0.389
O 5.01654 -1.22124 2.64918  -0.547
N -2.49298 0.90026 -4.61497  0.940
H 2.99921 -5.76159 5.27108  0.349
O -4.89407 5.21415 -2.74860  -0.375
H 2.84253 1.70722 -3.30590  0.619
H 5.85853 -0.54280 0.02369  0.273
H 1.42186 -2.06053 1.16400  -0.319
N 1.82086 4.11075 0.69027  1.032
O -0.00461 -4.57134 -2.19825  -0.432
C 1.64723 2.75379 1.34422  -0.603
H 3.82137 -5.36755 3.77994  0.251
H -2.34498 -1.97201 3.66343  0.020
O 1.66633 5.08885 1.38159  -0.591
H -1.16925 -0.72480 -4.09335  0.115
N -4.44449 0.88482 -0.19315  1.072
H 4.56231 -4.12724 1.64403  0.043
N 5.29026 -2.40851 2.62287  1.015
H -0.16603 -2.80829 1.24335  -0.525
O 5.78893 -3.03173 3.50945  -0.563
H 2.83996 0.24529 4.08936  0.468
H -0.79831 2.25111 -1.85350  0.233
H -0.97485 0.06700 -5.69717  0.298
H 2.31921 -3.37516 -1.79195  -0.057
O -2.85222 1.01665 -3.46710  -0.404
C -0.28279 -0.43543 -0.05364  0.752
H 2.64112 2.57368 1.75391  0.560
H -5.09059 3.24759 -2.65851  0.261
H 1.38199 2.00556 0.59730  -0.164
H -2.05592 1.51163 -1.06502  -0.286
H -3.86054 8.93478 -2.78117  0.295
N 1.80769 -4.68119 3.97575  0.771
C 2.86137 -5.67699 4.19314  -0.780
N -1.17384 -4.77474 -2.22183  0.872

Values from the calculation:
* orbital gap (spin up / spin down): 7.58 / 1.82 eV
* total charge: +1
* spin multiplicity: 2
* expectation value of S²: 0.75



Record 2
This record from the OMol25 dataset describes a single C4H5NO3 molecule. The level of theory is ωB97M-V/def2-TZVPD.

Each line ends with the natural charge from an NBO analysis.
Element x y z (Å)
O -1.89254 0.57482 1.29311  -0.693
C 1.25161 -1.79401 -0.64974  -0.247
H 1.44456 -1.57583 -1.70411  0.196
C 0.10334 0.17739 -0.01759  0.368
H 2.09224 -1.47156 -0.03067  0.184
H 1.05517 -2.85309 -0.51760  0.210
H 1.07493 0.49250 0.37852  0.186
N -0.00153 3.44712 0.69603  -0.284
O -1.19501 0.77924 -1.01382  -0.533
O 0.05167 -1.11887 -0.23324  -0.472
C -0.50931 2.42127 0.60419  0.217
H -2.40337 -0.15450 0.91861  0.491
C -1.07177 1.07552 0.27632  0.378

Values from the calculation:
* orbital gap: 9.92 eV
* spin multiplicity: 1
* structure (SMILES): CO[C@H]1O[C@]1(O)C#N



Record 3
This record from the OMol25 dataset describes a gas-phase ion, C5H12NO (charge +2). The level of theory is ωB97M-V/def2-TZVPD.

Each line ends with the natural charge from an NBO analysis.
Element x y z (Å)
O 1.54818 -0.07477 0.38505  -0.783
H 2.48429 -0.06777 0.58597  0.533
H -1.34237 1.96119 -2.09215  0.304
H 0.86394 -0.24335 2.37097  0.221
H 1.64414 -1.64738 1.65410  0.240
H -2.32642 -0.53109 0.62190  0.354
H 0.71959 2.05232 -0.45780  0.480
C -0.39727 -1.35716 0.90644  -0.415
N 0.67390 1.41177 -1.27465  -0.760
H 1.27724 1.73641 -2.04317  0.493
C -1.34626 0.05819 -1.08281  0.201
H -0.16845 -2.05441 0.10420  0.245
C 0.91390 -0.85288 1.45859  -0.067
H -0.87705 -1.85820 1.74794  0.287
C -0.72413 1.19248 -1.62681  0.172
H 1.10593 0.56610 -0.80254  0.480
H -1.13820 0.72696 0.89310  0.246
C -1.28304 -0.23808 0.37558  -0.530
H -1.62792 -0.78034 -1.72392  0.300

Values from the calculation:
* orbital gap (spin up / spin down): 8.16 / 7.41 eV
* total charge: +2
* spin multiplicity: 2
* expectation value of S²: 0.76